No. 1
{
  "formula": "C13H25N3O9",
  "method": "the ωB97M-V functional and the def2-TZVPD basis",
  "max_force_ev_per_a": 1.981,
  "e_tot_ev": -36785.386,
  "orbital_gap_ev": 9.95,
  "homo_ev": -9.63,
  "smiles": "OC[C@H]1O[C@@](O)(CO)[C@H](O)[C@@H]1O.CNC(=O)[C@H](CC(N)=O)NC(C)=O",
  "multiplicity": 1,
  "total_charge": 0,
  "species": ["O", "H", "O", "O", "H", "C", "C", "H", "C", "O", "O", "H", "H", "H", "H", "H", "C", "C", "O", "H", "H", "C", "C", "H", "H", "H", "N", "H", "N", "H", "C", "O", "O", "O", "H", "C", "H", "C", "H", "H", "C", "H", "H", "C", "H", "H", "N", "H", "C", "H"],
  "xyz": [[-2.78407, 2.66742, 3.52015], [1.39508, 0.22387, 2.17970], [0.11464, -1.94731, 2.92628], [1.73649, 3.06659, 2.19052], [-3.45385, 2.77726, 4.21786], [-1.45118, 2.74918, 4.06364], [1.02478, 2.70480, 3.38706], [0.33154, 0.56627, -2.60522], [0.69756, -0.98278, 3.80984], [-1.73103, -1.15362, -2.73639], [1.79886, -1.25253, -6.22296], [-0.47056, 0.69362, 0.82823], [-0.41338, 0.39416, -4.75973], [-1.26132, 3.77319, 4.40122], [-1.75195, 2.81809, 1.68832], [3.18970, 1.77224, 2.93463], [-0.41784, 2.35242, 2.99462], [0.88941, -0.22112, -2.10207], [2.97385, 1.33650, 3.78436], [-0.30739, -3.87322, -3.36397], [1.69214, -1.32525, 4.11420], [1.55601, 1.40066, 3.95401], [0.64669, -1.57041, -2.80656], [-1.35263, 2.08367, 4.92781], [1.94838, 0.03084, -2.14242], [1.28203, 1.29067, 5.00926], [-0.24947, 0.70375, -0.16336], [-0.60152, 1.41868, -0.76845], [1.36185, -1.60880, -4.09342], [-2.38929, -4.85276, -3.67293], [-2.43807, -3.81219, -3.34915], [-0.45519, 0.94121, 2.78196], [0.85144, -1.17416, 0.10429], [-0.78505, 2.95600, 1.75890], [-1.10525, -1.08361, -5.47322], [0.48756, -0.27082, -0.63482], [-2.95309, -3.75977, -2.38715], [-0.27794, -0.37836, -5.51130], [0.43067, -1.80879, 2.00595], [2.26663, -2.05301, -4.09117], [-0.83744, -1.98216, -2.89637], [0.08316, -0.88462, 4.71009], [1.11489, -2.32958, -2.17669], [0.82553, 0.36856, 3.10275], [-3.00645, -3.23379, -4.08102], [-0.25247, 0.08422, -6.49669], [-1.09187, -3.25704, -3.21678], [1.03777, 3.23946, 1.51934], [1.02942, -1.11111, -5.28657], [1.07222, 3.51345, 4.12343]],
  "nbo_charge": [-0.74, 0.20, -0.74, -0.74, 0.49, -0.09, 0.05, 0.22, -0.07, -0.63, -0.63, 0.43, 0.22, 0.18, 0.51, 0.49, 0.47, -0.48, -0.71, 0.40, 0.18, 0.06, -0.13, 0.18, 0.24, 0.19, -0.79, 0.40, -0.62, 0.21, -0.41, -0.54, -0.69, -0.75, 0.23, 0.68, 0.21, -0.71, 0.50, 0.41, 0.66, 0.17, 0.24, 0.04, 0.21, 0.25, -0.60, 0.51, 0.67, 0.19]
}


No. 2
{
  "formula": "C6H14BNO2",
  "method": "the ωB97M-V functional and the def2-TZVPD basis",
  "max_force_ev_per_a": 0.558,
  "e_tot_ev": -12709.602,
  "orbital_gap_ev": 9.49,
  "homo_ev": -9.25,
  "e_above_lowest_kcal_mol": 87.6,
  "smiles": "CC(=O)OCCCBCN",
  "multiplicity": 1,
  "total_charge": 0,
  "species": ["H", "H", "H", "H", "H", "H", "O", "C", "C", "O", "H", "C", "C", "H", "H", "H", "C", "H", "H", "H", "C", "H", "N", "B"],
  "xyz": [[-1.93531, -1.43199, 1.63162], [1.37633, 1.37207, -1.94016], [-3.29946, -1.74404, -0.95752], [-1.96789, 1.55825, 0.63538], [0.32043, 2.54808, 0.38568], [0.93982, 0.01574, -0.90664], [3.21350, 0.77043, 1.79932], [2.80541, 0.43502, 0.72964], [2.87773, -1.00031, 0.24378], [2.31228, 1.36861, -0.12686], [3.91129, -1.31680, 0.37432], [-2.92199, -1.08907, -0.17076], [-1.13634, 0.94513, 0.25660], [-1.80774, -2.66286, 0.57809], [2.25885, -1.63661, 0.87634], [-0.73147, 0.47304, 1.16341], [1.14029, 1.08769, -0.91609], [-0.50951, 2.46078, -1.14944], [-1.36404, -0.25200, -1.80231], [2.59588, -1.12771, -0.79695], [-0.06483, 1.85097, -0.36053], [-3.78900, -0.52537, 0.19466], [-2.44798, -1.96310, 0.93694], [-1.77626, -0.13592, -0.67851]],
  "nbo_charge": [0.35, 0.19, 0.21, 0.25, 0.23, 0.17, -0.56, 0.80, -0.75, -0.52, 0.25, -0.58, -0.80, 0.35, 0.24, 0.24, -0.07, 0.21, -0.09, 0.22, -0.42, 0.21, -0.81, 0.67]
}


No. 3
{
  "formula": "C26H34IN2O2PtSSe",
  "method": "the ωB97M-V functional and the def2-TZVPD basis",
  "max_force_ev_per_a": 0.523,
  "e_tot_ev": -122119.757,
  "orbital_gap_ev": 5.38,
  "homo_ev": -2.93,
  "e_above_lowest_kcal_mol": 0.0,
  "multiplicity": 1,
  "total_charge": -1,
  "species": ["Pt", "H", "I", "C", "C", "H", "H", "Se", "C", "H", "C", "H", "H", "H", "S", "H", "C", "C", "O", "H", "H", "H", "C", "C", "H", "C", "H", "H", "H", "C", "C", "H", "N", "C", "H", "H", "C", "H", "C", "H", "H", "H", "C", "C", "H", "C", "C", "C", "H", "C", "H", "H", "H", "C", "H", "C", "H", "C", "O", "N", "C", "H", "H", "H", "H", "H", "C", "C"],
  "xyz": [[0.80127, 1.66319, -1.75044], [3.94021, -2.90138, 0.78805], [3.99807, 1.01861, -1.39547], [-4.66403, -0.25647, -1.56245], [0.69539, 1.70595, 3.04924], [-4.92201, 1.42357, -2.93473], [0.10863, -2.60401, -4.50969], [1.15391, 3.83077, -2.39185], [0.26528, -2.28885, -3.48738], [1.13419, -5.14053, 3.71052], [4.33925, 2.19745, 2.71229], [2.97374, -2.06770, 2.93511], [2.01561, -5.51308, 1.42407], [2.85776, -1.88230, -0.12502], [-2.63140, 1.39312, -2.33123], [3.56607, -0.73262, 1.94084], [3.44787, 1.65807, 0.53308], [2.94377, -2.44721, 0.79942], [-2.39744, 0.61095, -3.58545], [0.73303, -0.97147, 0.03453], [-1.33133, 3.81573, -0.52084], [-4.26591, -1.59775, 0.10262], [2.07808, -4.52066, 1.87114], [0.76116, -2.73725, -1.20386], [5.51832, 1.89753, 0.93073], [1.96279, 1.84412, 2.43619], [1.83345, -1.05253, 2.03912], [-4.73465, 0.03571, 0.58840], [2.93040, 2.28075, 4.30998], [-0.27889, 1.33780, 0.88932], [4.51878, 1.92479, 1.34266], [-1.17495, 1.19106, 0.29681], [1.95988, -3.52865, 0.80563], [2.81789, -1.52375, 2.00063], [-3.29893, 3.17105, -3.71587], [-3.11459, -0.27256, -0.04048], [0.92033, 1.50109, 0.22098], [0.01845, -4.50538, 2.49329], [-2.66102, 3.12405, -2.82956], [-5.73699, -0.45628, -1.62854], [1.04822, -3.39567, 3.41393], [0.62244, 1.82520, 4.12417], [-3.08496, 4.11585, -1.75021], [-4.16807, -0.54044, -0.14729], [-2.80098, 5.10679, -2.11369], [3.08987, 2.12698, 3.24849], [1.00329, -4.37717, 2.94047], [0.99493, -3.74967, -0.12175], [-4.17471, 4.12490, -1.64681], [-0.39909, 1.41699, 2.28804], [-4.69542, 1.89693, -1.23130], [3.07195, -4.40672, 2.30688], [5.19998, 2.42222, 3.33022], [-4.40326, 1.18054, -2.00446], [-1.37227, 1.28816, 2.74950], [0.14539, -0.94818, -3.15968], [-0.12630, -0.20067, -3.89179], [0.57477, -3.19912, -2.49710], [0.30428, -4.76320, -0.09444], [0.32248, -0.49323, -1.91543], [2.10397, 1.67251, 1.02026], [-2.64024, 4.69935, 0.29016], [-2.76003, 2.95484, 0.06967], [-1.61855, 3.30379, -3.11305], [-4.17927, -0.92870, -2.27482], [0.65581, -4.25889, -2.70228], [0.61984, -1.38000, -0.96162], [-2.41549, 3.88171, -0.39785]],
  "nbo_charge": [0.38, 0.19, 0.15, -0.41, -0.24, 0.22, 0.22, -0.94, -0.27, 0.20, -0.22, 0.20, 0.22, 0.23, 1.27, 0.23, -0.12, -0.22, -1.02, 0.23, 0.26, 0.21, -0.21, -0.19, 0.22, -0.07, 0.22, 0.19, 0.20, -0.32, -0.28, 0.22, -0.43, -0.62, 0.21, 0.22, -0.15, 0.23, -0.63, 0.20, 0.21, 0.20, -0.40, -0.61, 0.22, -0.19, -0.62, 0.67, 0.18, -0.21, 0.21, 0.19, 0.20, -0.61, 0.20, 0.09, 0.24, -0.12, -0.65, -0.47, -0.08, 0.20, 0.19, 0.29, 0.22, 0.23, 0.08, -0.63]
}